The following is a quantum chemistry calculation of a cluster of 6 separate species, C46H49BCl2N2O30P2S in total in a non-equilibrium geometry, from the OMol25 dataset.

## Properties
HOMO-LUMO gap ... 7.05 eV
LUMO energy ... -0.0727 Eh
E ... -6174.9938 Eh

Geometry as XYZ:
```
133
Properties=species:S:1:pos:R:3:forces:R:3
H 4.6529 8.2357 7.0822 0.0 0.1 0.0
H -2.0967 4.6372 -0.6686 0.1 -0.4 0.2
H -4.4668 -2.3525 0.0712 0.6 0.1 0.0
O -4.5584 -5.2220 -0.0891 -0.1 -0.5 -0.5
C -3.0261 0.1550 3.4748 0.9 0.0 2.0
C -6.7949 -8.6262 -0.1547 0.4 -0.3 -0.4
H -2.4549 -4.1105 2.6691 -0.1 0.0 0.4
B -2.0062 1.8541 1.1433 0.1 1.2 -0.2
C -3.9915 0.6919 0.2348 -1.2 0.0 -0.3
O -5.7544 1.0327 5.2034 0.3 0.2 0.3
H -2.9860 -4.2363 4.3752 0.1 0.1 -0.4
H 3.7420 -0.4075 1.1017 -0.2 0.0 -0.3
H -0.4169 0.5146 -1.7537 0.4 0.4 0.3
O 6.0401 -1.5191 4.7512 0.0 0.2 -0.6
C 4.2973 5.4103 -0.3804 0.1 0.1 -0.1
O -0.9450 -0.4456 -11.3396 -0.3 0.2 0.2
C -1.8427 -0.7090 -9.1927 -0.5 0.2 0.4
H -2.5244 -1.1209 -7.2244 0.0 0.0 0.0
H 3.3907 9.7512 4.1166 0.0 0.0 0.0
C -1.5575 3.8501 -0.1126 0.2 1.8 0.1
H 10.6354 -2.5265 1.3472 0.0 0.0 -0.1
C 5.6516 7.3464 5.2103 0.4 -0.4 -0.3
H -0.7754 3.4715 -0.7842 -0.4 -0.5 0.3
H -4.6784 2.4753 1.5561 0.9 -0.8 0.4
O -2.9055 -3.2218 -3.7201 0.7 1.0 0.5
C 4.3869 6.4038 -1.4388 0.2 -0.3 0.5
C 9.1923 -2.4716 3.1368 -0.2 -0.1 0.6
C -0.4034 -1.0777 0.0938 1.1 0.2 -0.2
H -4.5780 -0.2165 0.0239 0.5 0.2 0.0
H 8.3535 -2.7124 5.1332 0.0 0.0 0.0
O -0.5545 -1.9748 1.2151 -1.0 0.9 0.3
H 3.5724 0.1987 -0.5803 0.1 -0.2 0.3
H -2.6663 -0.5126 4.2822 0.0 0.2 -0.5
O 4.1619 8.7855 6.4409 0.4 -0.4 -0.1
C -2.6798 -0.5666 2.1523 -0.6 -0.4 -0.4
C -6.1215 1.0302 1.4628 -0.6 -0.3 -0.7
C 2.0504 -1.1945 -0.0419 1.6 -0.1 -0.1
H -1.6702 1.4495 -1.5671 0.0 0.1 0.4
C -0.8846 -1.0580 -10.2914 0.5 -0.4 -0.2
H 0.7815 -2.3525 -10.8381 0.0 0.0 0.0
C -1.6276 -0.2058 -0.3135 -0.1 0.7 -0.4
H -3.8918 -2.1853 4.2603 0.2 0.4 -0.5
O 10.2450 -3.0427 3.3497 0.1 0.1 -0.3
O -0.4520 -2.3486 -3.6396 -1.5 0.2 -0.2
C 1.0081 -0.4291 0.2500 -0.8 -0.2 -0.4
H 4.2057 -1.4346 -0.2631 -0.3 0.2 0.1
O 6.0491 6.8873 6.2642 -0.2 0.2 0.2
C -3.6400 -2.6207 0.7519 -0.4 -0.5 0.0
Cl 1.4526 1.1700 0.8145 -0.8 -0.7 0.3
O 5.2510 7.2637 -1.4667 -0.2 0.2 -0.2
C 0.0841 -2.1208 -10.0455 -0.1 0.2 -0.1
O 3.4672 7.3084 -3.4732 0.4 -0.1 0.4
H 1.6673 5.3924 -3.3495 0.0 0.0 0.0
C -1.8371 -1.3615 -8.0237 0.1 -0.2 0.2
O -7.4825 -9.6290 -0.1302 -0.2 0.2 0.2
H 5.0313 5.4626 0.4099 0.0 -0.1 0.0
C 6.1439 6.8984 3.9119 0.0 0.0 0.3
Cl 1.8841 -2.8409 -0.6263 0.1 0.6 0.2
H -6.8396 -5.4171 1.1873 0.0 0.0 0.0
H -4.6801 -1.1911 1.9084 0.5 0.0 0.1
H -6.6195 0.4157 0.6985 0.2 -0.7 1.0
H -6.6341 1.2779 2.3920 -0.3 0.6 -0.7
C 8.9426 -1.8992 1.7743 0.0 0.2 -0.6
H -3.4542 -3.7432 -3.1068 0.0 0.0 -0.4
H 2.4693 2.9821 0.3468 0.4 0.2 -0.1
H -3.8824 -1.3037 -1.5873 0.5 -0.5 0.1
C 0.0908 -2.7697 -8.8759 0.4 -0.3 -0.4
H -3.3449 -6.3871 -1.3605 0.1 -0.1 0.0
O 4.2792 9.0256 1.7607 0.2 -0.2 -0.2
N -4.6036 0.9853 4.9620 -0.6 -0.1 -0.1
O 6.1049 7.0685 1.5793 -0.4 0.5 0.2
C -6.5245 -6.2935 0.6378 0.3 0.2 -0.1
H -3.8547 -3.6914 0.9103 0.4 0.9 0.5
C 8.1553 -2.3108 4.1494 0.3 -0.1 -0.1
C -3.7362 -1.7498 2.0271 -0.3 0.2 -0.3
C 4.6052 8.4186 5.2360 -0.4 0.4 0.1
O -3.6731 -7.2903 -1.5449 -0.3 0.5 0.3
H -0.4093 2.7338 1.9742 -0.3 0.1 0.1
O -4.4310 0.3218 3.7712 0.2 -0.3 -0.9
C -5.2644 -6.2146 -0.0888 -0.4 0.2 0.4
C 4.6534 8.5441 2.8136 -0.4 0.4 0.3
C -4.8226 -7.4102 -0.8748 0.3 -0.5 -0.4
O 5.6845 -0.5949 2.2554 0.0 0.0 0.4
C 3.3666 6.3654 -2.5333 -0.4 0.1 -0.5
H -2.6742 -2.6176 0.2369 -0.3 0.1 0.1
O 3.2373 3.5578 0.5625 -0.4 0.2 -0.6
C 2.4083 5.4326 -2.5634 -0.1 -0.2 0.1
H -2.4960 0.5819 -10.3523 -0.1 0.0 0.0
O -8.4077 -7.5304 1.2601 0.2 -0.4 -0.3
O -1.0938 -2.2732 3.5714 -1.1 -0.9 -1.1
H 5.3232 -1.0441 4.2875 0.0 0.0 0.1
C 3.3371 4.4766 -0.4025 0.3 -0.1 0.6
O -0.8470 -3.0732 -6.7490 0.4 -0.2 0.1
C 3.4816 -0.6816 0.0759 -0.1 -0.5 -0.5
P -2.5965 -0.8064 -1.8905 -0.2 0.6 -0.7
H -4.0080 -4.8555 3.0741 0.2 0.4 0.0
C 2.3306 4.4202 -1.5143 -0.2 0.3 -0.5
H -3.9196 1.2387 -0.7195 0.5 -0.2 0.3
C -2.5787 0.3477 0.8413 -0.3 0.8 0.1
C -3.3144 -4.0406 3.3465 0.0 0.1 -0.3
H 4.2384 7.8528 -3.2215 0.0 0.0 -0.1
H 6.8861 6.1124 3.9051 0.0 0.0 0.0
H -2.5173 1.0960 3.7149 0.0 -0.1 -0.8
H 7.6042 -0.8628 0.4941 0.0 0.0 0.0
H -0.2057 -1.7715 -0.7389 -0.3 0.1 0.4
C -7.2482 -7.4191 0.6105 -0.3 0.4 0.3
H -5.0813 -2.8919 3.2292 0.3 0.5 -0.1
C 7.7964 -1.2778 1.4737 -0.3 0.1 0.1
C 6.7508 -1.1381 2.4798 0.2 0.1 -0.6
C 4.1439 8.9758 4.1104 0.0 0.0 -0.3
O -2.5020 2.9203 0.3661 0.7 -1.4 -0.5
H -5.2358 -9.4076 -1.4615 0.0 0.0 0.0
O 0.9637 -3.7465 -8.6140 -0.4 0.2 0.4
O -0.1249 -0.2480 3.0792 0.0 0.9 -1.9
P -1.7385 -2.6421 -2.7124 -0.2 -2.0 0.4
H -8.7253 -8.4372 1.0814 0.0 0.0 0.1
S -1.0162 -1.2492 2.5691 0.7 -0.6 2.8
H -1.0386 4.3924 0.7073 -0.3 -0.3 -0.2
H -0.6608 -2.6876 -4.5328 0.4 0.2 -0.1
C 5.6803 7.4536 2.7866 0.5 -0.5 -0.1
N -0.9659 0.9611 -1.0096 -0.2 -0.6 0.1
C 7.0102 -1.6864 3.8499 0.0 -0.2 0.6
O 1.4873 3.5445 -1.5069 0.1 -0.1 0.2
H 5.6181 7.6258 0.9367 0.2 0.0 -0.2
H 0.7594 -4.0517 -7.7092 0.1 -0.1 -0.1
O -2.6970 0.2823 -9.4438 0.4 -0.2 -0.4
O 9.9239 -2.0449 0.8816 0.0 -0.2 0.5
C -5.5442 -8.5369 -0.9001 -0.2 -0.1 0.1
C -4.9152 1.4816 1.1522 0.2 0.5 0.2
O -1.4655 -3.6942 -1.7172 0.2 0.3 0.4
O -1.1798 2.1933 2.1748 0.3 -0.8 0.0
C -0.8851 -2.4372 -7.7891 -0.5 0.5 0.1
C -4.0042 -2.6335 3.2665 -0.5 -1.6 0.6
```
Forces are in eV/Å.